Here is a structure of composition C43H49BiN6O from the OMol25 dataset. Energies are from ωB97M-V/def2-TZVPD.

Element x y z (Å)
1 Bi 0.43 0.29 0.10
2 C -3.46 4.29 -0.25
3 C -3.23 4.09 1.10
4 C -2.68 2.90 1.55
5 C -2.35 1.88 0.66
6 C -2.59 2.09 -0.70
7 C -3.13 3.29 -1.15
8 N -1.68 0.71 1.06
9 C -1.84 0.23 2.30
10 C -3.10 0.15 2.95
11 C -3.24 -0.42 4.18
12 C -2.13 -0.94 4.89
13 C -0.89 -0.86 4.32
14 C -0.74 -0.29 3.04
15 N 0.50 -0.09 2.47
16 N 1.54 -0.20 3.17
17 C 2.71 0.24 2.51
18 C 3.83 0.44 3.31
19 C 4.94 1.02 2.75
20 C 4.91 1.39 1.41
21 C 3.77 1.11 0.68
22 N 2.70 0.52 1.21
23 H -3.88 5.23 -0.60
24 H -3.46 4.87 1.81
25 H -2.47 2.78 2.61
26 H -2.34 1.32 -1.41
27 H -3.30 3.42 -2.21
28 H -3.97 0.53 2.42
29 H -4.23 -0.49 4.62
30 H -2.27 -1.41 5.85
31 H -0.02 -1.25 4.82
32 H 3.78 0.15 4.36
33 H 5.83 1.20 3.34
34 H 5.75 1.87 0.93
35 H 3.69 1.35 -0.38
36 C 0.61 -2.51 0.17
37 C -0.64 -2.44 -0.54
38 C -0.32 -2.10 -1.89
39 C 1.09 -1.97 -1.96
40 C 1.67 -2.27 -0.73
41 C 3.12 -2.68 -0.55
42 C 3.28 -4.08 -1.18
43 C 3.51 -2.79 0.93
44 C 4.08 -1.73 -1.27
45 C -1.19 -1.89 -3.15
46 C -0.31 -1.64 -4.38
47 C -2.11 -0.68 -3.00
48 C -2.03 -3.12 -3.52
49 C -1.90 -3.08 0.07
50 C -2.02 -4.52 -0.47
51 C -1.79 -3.24 1.59
52 C -3.20 -2.31 -0.19
53 H 0.72 -2.84 1.19
54 H 1.65 -1.79 -2.87
55 H 2.58 -4.78 -0.72
56 H 4.30 -4.45 -1.04
57 H 3.06 -4.05 -2.24
58 H 2.89 -3.53 1.44
59 H 3.39 -1.84 1.45
60 H 4.55 -3.10 1.02
61 H 3.84 -1.67 -2.33
62 H 5.11 -2.09 -1.18
63 H 4.04 -0.73 -0.85
64 H 0.33 -0.77 -4.26
65 H -0.95 -1.45 -5.25
66 H 0.32 -2.50 -4.61
67 H -1.52 0.24 -3.01
68 H -2.67 -0.72 -2.06
69 H -2.83 -0.63 -3.82
70 H -1.41 -4.02 -3.58
71 H -2.48 -2.96 -4.51
72 H -2.85 -3.31 -2.83
73 H -1.12 -5.08 -0.22
74 H -2.16 -4.57 -1.54
75 H -2.87 -5.03 0.01
76 H -0.97 -3.91 1.86
77 H -2.71 -3.68 1.97
78 H -1.64 -2.30 2.10
79 H -3.46 -2.26 -1.25
80 H -3.14 -1.29 0.18
81 H -4.03 -2.81 0.32
82 O 0.63 2.26 1.17
83 C 0.54 3.55 1.00
84 C 0.45 4.35 2.16
85 C 0.34 5.72 2.10
86 C 0.32 6.37 0.86
87 C 0.42 5.61 -0.28
88 C 0.53 4.21 -0.25
89 C 0.66 3.47 -1.49
90 N 0.92 2.18 -1.63
91 C 1.00 1.92 -2.98
92 C 0.76 3.06 -3.67
93 N 0.55 4.03 -2.72
94 H 0.46 3.83 3.11
95 H 0.27 6.29 3.01
96 H 0.23 7.44 0.80
97 H 0.42 6.12 -1.24
98 H 1.21 0.93 -3.34
99 H 0.73 3.27 -4.73
100 H 0.33 4.99 -2.91

Here is a structure of composition C43H49Cl3N7O3RuSSi from the OMol25 dataset. Energies are from ωB97M-V/def2-TZVPD.

**Multiplicity**: 6
**<S²>**: 8.826

Element x y z (Å)
1 Ru -0.59 -0.50 1.28
2 O 4.17 -2.90 0.29
3 C 3.48 -3.15 -0.84
4 C 4.13 -3.85 -1.85
5 C 3.47 -4.17 -3.02
6 C 2.14 -3.78 -3.22
7 C 1.51 -3.05 -2.23
8 C 2.15 -2.73 -1.03
9 C 1.41 -1.95 -0.03
10 O 0.28 -1.43 -0.36
11 N 1.95 -1.85 1.18
12 N 1.15 -1.07 1.97
13 C 1.48 -0.70 3.15
14 C 0.55 0.22 3.80
15 C 0.74 0.74 5.07
16 C -0.20 1.62 5.58
17 C -1.31 1.94 4.82
18 C -1.45 1.39 3.56
19 N -0.54 0.56 3.05
20 H 3.56 -2.48 0.93
21 H 5.15 -4.16 -1.68
22 H 3.99 -4.72 -3.79
23 H 1.63 -4.02 -4.14
24 H 0.49 -2.71 -2.37
25 H 2.41 -1.03 3.61
26 H 1.61 0.45 5.63
27 H -0.07 2.04 6.56
28 H -2.08 2.61 5.18
29 H -2.34 1.58 2.96
30 C -1.60 3.82 1.20
31 C -0.73 4.29 0.02
32 C -0.91 3.38 -1.19
33 C 0.71 4.41 0.44
34 C 1.28 5.65 0.62
35 C 2.63 5.79 0.97
36 C 3.45 4.67 1.08
37 C 2.96 3.40 0.90
38 C 3.90 2.22 0.97
39 C 3.67 1.18 -0.13
40 C 3.87 1.61 2.37
41 C 1.52 3.23 0.71
42 O 0.97 2.12 0.83
43 H -2.66 3.84 0.94
44 H -1.45 4.46 2.08
45 H -1.33 2.80 1.47
46 H -1.05 5.30 -0.26
47 H -0.59 2.36 -0.96
48 H -0.33 3.72 -2.04
49 H -1.97 3.35 -1.48
50 H 0.67 6.53 0.47
51 H 3.04 6.78 1.12
52 H 4.51 4.80 1.27
53 H 4.90 2.64 0.80
54 H 2.69 0.72 -0.05
55 H 4.44 0.41 -0.08
56 H 3.73 1.65 -1.12
57 H 2.84 1.37 2.65
58 H 4.27 2.30 3.11
59 H 4.46 0.69 2.40
60 N -1.28 0.17 -2.75
61 C -0.17 0.32 -3.51
62 S 1.26 0.90 -2.88
63 N -0.38 0.01 -4.82
64 C 0.56 -0.03 -5.87
65 C 1.86 -0.48 -5.70
66 C 2.71 -0.54 -6.79
67 C 2.28 -0.16 -8.05
68 C 0.98 0.28 -8.22
69 C 0.12 0.36 -7.14
70 H -1.21 0.27 -1.75
71 H -2.10 -0.27 -3.11
72 H -1.34 -0.12 -5.10
73 H 2.20 -0.78 -4.72
74 H 3.72 -0.89 -6.64
75 H 2.95 -0.22 -8.90
76 H 0.63 0.58 -9.20
77 H -0.89 0.73 -7.26
78 C -0.54 -4.53 0.56
79 Si -2.11 -3.52 0.62
80 C -2.65 -2.88 -1.05
81 C -3.46 -4.63 1.29
82 N -1.84 -2.13 1.71
83 C -2.79 -1.84 2.70
84 C -2.40 -1.76 4.04
85 C -3.32 -1.42 5.02
86 C -4.63 -1.13 4.68
87 C -5.03 -1.21 3.35
88 C -4.13 -1.59 2.37
89 H -0.39 -4.95 -0.43
90 H -0.64 -5.35 1.27
91 H 0.35 -3.97 0.83
92 H -2.79 -3.72 -1.73
93 H -1.91 -2.19 -1.47
94 H -3.60 -2.35 -0.96
95 H -3.25 -5.66 0.99
96 H -4.45 -4.37 0.92
97 H -3.51 -4.60 2.38
98 H -1.37 -1.98 4.30
99 H -3.00 -1.36 6.05
100 H -5.33 -0.82 5.44
101 H -6.04 -0.96 3.07
102 H -4.44 -1.64 1.34
103 Cl -4.75 2.13 2.46
104 C -4.58 1.41 -0.03
105 Cl -5.88 0.33 -0.28
106 Cl -4.66 2.92 -0.84
107 C -3.32 0.86 0.21
108 N -2.27 0.42 0.45

Here is a cluster of 6 separate species, C43H50BN10O13 in total in a non-equilibrium geometry from the OMol25 dataset. Energies are from ωB97M-V/def2-TZVPD.

**Charge**: +1

Element x y z (Å)
1 C -0.73 2.02 2.02
2 C -1.00 1.07 0.87
3 B -1.04 1.72 -0.53
4 O -1.26 3.04 -0.65
5 C -0.87 0.89 -1.89
6 C -1.89 0.49 -2.68
7 N -1.36 -0.19 -3.76
8 C -0.02 -0.22 -3.66
9 C 0.89 -0.82 -4.63
10 C 1.30 0.12 -5.78
11 C 1.28 1.61 -5.49
12 C 2.37 2.42 -6.21
13 N 2.98 3.46 -5.38
14 C 4.32 3.27 -5.04
15 N 5.20 4.07 -5.46
16 N 4.61 2.19 -4.16
17 N 0.28 0.42 -2.53
18 C 1.63 0.63 -2.04
19 C 1.84 0.06 -0.66
20 C 3.24 -0.39 -0.43
21 O 3.51 -1.41 0.12
22 O 4.20 0.43 -0.88
23 H -0.80 1.50 2.95
24 H 0.27 2.44 1.94
25 H -1.41 2.85 2.02
26 H -0.30 0.25 0.86
27 H -1.98 0.61 1.01
28 H -1.43 3.32 -1.56
29 H -2.94 0.65 -2.57
30 H -1.84 -0.60 -4.53
31 H 0.37 -1.65 -5.08
32 H 1.72 -1.27 -4.13
33 H 0.61 -0.07 -6.58
34 H 2.27 -0.19 -6.15
35 H 1.37 1.85 -4.44
36 H 0.33 2.00 -5.82
37 H 1.92 2.89 -7.06
38 H 3.12 1.74 -6.59
39 H 2.88 4.38 -5.78
40 H 6.10 3.81 -5.08
41 H 4.32 2.45 -3.22
42 H 4.13 1.34 -4.41
43 H 1.89 1.68 -2.10
44 H 2.31 0.13 -2.71
45 H 1.22 -0.80 -0.50
46 H 1.61 0.78 0.11
47 H 3.87 1.35 -0.84
48 C -5.72 4.05 6.05
49 C -4.58 4.61 6.63
50 C -3.35 3.98 6.49
51 C -3.30 2.80 5.77
52 C -4.41 2.23 5.18
53 C -5.63 2.87 5.33
54 N -2.00 2.13 5.61
55 O -1.03 2.63 6.13
56 O -1.97 1.09 4.97
57 H -6.67 4.55 6.16
58 H -4.65 5.53 7.19
59 H -2.46 4.39 6.93
60 H -4.33 1.31 4.61
61 H -6.52 2.44 4.89
62 C 7.41 2.26 2.90
63 C 6.50 1.50 2.17
64 C 5.41 2.12 1.60
65 C 5.24 3.47 1.75
66 C 6.12 4.25 2.47
67 C 7.22 3.63 3.05
68 N 4.08 4.08 1.08
69 O 3.34 3.33 0.44
70 O 3.91 5.27 1.18
71 H 8.27 1.78 3.34
72 H 6.65 0.44 2.04
73 H 4.68 1.57 1.03
74 H 5.97 5.32 2.58
75 H 7.92 4.21 3.62
76 C 2.09 -6.71 -1.09
77 C 0.90 -7.00 -1.75
78 C 0.53 -6.27 -2.87
79 C 1.37 -5.25 -3.30
80 C 2.55 -4.94 -2.66
81 C 2.91 -5.68 -1.54
82 N 0.98 -4.50 -4.51
83 O -0.08 -4.78 -5.04
84 O 1.72 -3.63 -4.93
85 H 2.37 -7.29 -0.22
86 H 0.27 -7.80 -1.40
87 H -0.39 -6.49 -3.39
88 H 3.18 -4.15 -3.02
89 H 3.83 -5.45 -1.02
90 C -1.02 -3.70 3.59
91 C -1.56 -4.75 4.31
92 C -1.35 -6.06 3.89
93 C -0.60 -6.27 2.75
94 C -0.06 -5.24 2.02
95 C -0.27 -3.94 2.45
96 N -0.35 -7.65 2.31
97 O -0.84 -8.55 2.96
98 O 0.33 -7.81 1.32
99 H -1.18 -2.68 3.93
100 H -2.14 -4.56 5.20
101 H -1.76 -6.89 4.44
102 H 0.53 -5.44 1.13
103 H 0.15 -3.12 1.89
104 C -7.65 1.64 -0.70
105 C -8.51 1.09 0.24
106 C -8.00 0.54 1.41
107 C -6.64 0.54 1.60
108 C -5.76 1.07 0.67
109 C -6.28 1.62 -0.49
110 N -6.10 -0.02 2.85
111 O -6.88 -0.47 3.65
112 O -4.89 0.02 3.01
113 H -8.05 2.07 -1.61
114 H -9.58 1.10 0.08
115 H -8.66 0.12 2.15
116 H -4.70 1.06 0.85
117 H -5.61 2.05 -1.23

The following energy above the lowest of the compared OMol25 structures with the same formula, charge and spin values (in eV) correspond, in order, to the records above: 0.2427; 0.0000; 0.0000.